Entry 1:
Formula: C11H17NSi
Source: the Open Molecules 2025 dataset
Level of theory: the ωB97M-V functional and the def2-TZVPD basis

- E_LUMO: 0.0306 hartree
- Structure (SMILES): C=CCc1cc(C)c(N[SiH3])c(C)c1
- ΔE to the lowest compared entry with this formula, charge and spin: 21.5 kcal/mol
- E_HOMO: -0.32060 hartree
- Net charge: 0

Structure (XYZ):
```
30
Properties=species:S:1:pos:R:3:nbo_charge:R:1
C 1.1151 3.0668 -1.9756 -0.41
C -0.1688 3.4027 -1.9870 -0.16
C -1.3467 2.6216 -1.5228 -0.45
C -0.9410 1.3159 -0.8708 -0.06
C -1.0312 1.1925 0.4876 -0.18
C -0.3255 0.2862 1.2592 -0.07
C -0.3112 0.2199 2.7324 -0.64
C 0.1183 -0.7812 0.5319 0.20
N 0.9886 -1.9612 1.2762 -1.12
Si 0.3635 -3.4927 1.6701 1.10
C 0.1772 -0.7510 -0.9349 -0.06
C 0.6342 -1.9326 -1.6979 -0.63
C -0.3892 0.3246 -1.5745 -0.15
H 1.8613 3.5609 -2.5810 0.20
H 1.4432 2.2704 -1.4067 0.19
H -0.4612 4.3054 -2.5171 0.19
H -2.1089 2.5736 -2.3333 0.23
H -1.7735 3.3224 -0.6587 0.22
H -1.6039 2.0388 0.8864 0.20
H 0.3550 -0.5328 3.0235 0.24
H 0.0770 1.1450 3.1598 0.22
H -1.2386 0.0556 3.2940 0.23
H 1.8397 -1.9554 0.6523 0.40
H 1.1753 -3.9861 2.7884 -0.20
H -1.1359 -3.5104 2.0904 -0.16
H 0.6433 -4.4871 0.5795 -0.21
H -0.1591 -2.5748 -2.0761 0.23
H 1.0900 -1.5655 -2.6310 0.22
H 1.4110 -2.4734 -1.2483 0.21
H -0.2290 0.4062 -2.7153 0.21
```

---

Entry 2:
Formula: C11H17O2P
Source: the Open Molecules 2025 dataset
Level of theory: the ωB97M-V functional and the def2-TZVPD basis

- E_LUMO (alpha / beta): -0.0185 / -0.0072 hartree
- ΔE to the lowest compared entry with this formula, charge and spin: 126.6 kcal/mol
- E_HOMO (alpha / beta): -0.28757 / -0.28922 hartree
- Net charge: 0

Structure (XYZ):
```
31
Properties=species:S:1:pos:R:3:nbo_charge:R:1
C 0.0752 -4.2365 -0.0733 -0.21
C -0.7598 -3.6321 -0.9281 -0.21
C 1.0867 -3.5688 0.4708 -0.20
C -0.7044 -2.2800 -1.1803 -0.20
C 1.2306 -2.1421 0.2230 -0.19
C 0.3489 -1.5126 -0.5956 -0.39
C 0.1099 2.7919 1.2578 -0.70
C -2.2195 2.5745 0.3408 -0.69
C -1.4084 0.8316 1.9830 -0.71
C 2.5580 1.2903 -1.9005 -0.30
C -1.0473 1.8487 0.9638 0.18
O -0.0822 0.5079 -2.4364 -1.10
O 1.8358 0.8433 -0.7506 -0.83
P 0.2695 0.2986 -1.0387 1.83
H -0.0925 -5.2289 0.2473 0.21
H -1.5928 -4.2541 -1.3797 0.22
H 1.6655 -3.9820 1.2265 0.21
H -1.2606 -1.5631 -1.8172 0.24
H 2.0306 -1.6447 0.6637 0.21
H 0.7136 2.5749 0.4117 0.26
H -0.1226 3.7858 1.4044 0.22
H 0.6140 2.3540 2.2256 0.21
H -2.5812 3.4354 0.9894 0.22
H -3.0035 1.8794 0.1829 0.22
H -1.7563 3.0100 -0.4859 0.23
H -0.4269 0.4618 2.2558 0.22
H -1.9879 1.2337 2.8857 0.22
H -2.0837 0.0570 1.6337 0.23
H 3.6262 0.7755 -1.9139 0.18
H 2.9595 2.3789 -1.9348 0.18
H 2.0055 1.1115 -2.9310 0.23
```